Record 1
This record from the OMol25 dataset describes one molecule with the formula C4H7NO. The level of theory is ωB97M-V/def2-TZVPD.

Structure (XYZ):
```
13
Properties=species:S:1:pos:R:3:forces:R:3:lowdin_charge:R:1
O -2.920887 0.150887 1.197719 0.38 -0.14 -0.25 0.05
C -1.952540 -0.224707 0.585463 -0.26 0.17 0.17 -0.24
C -0.573858 0.387865 0.732102 -0.05 0.10 0.06 -0.18
N 0.425141 -0.531316 0.227954 -0.08 -0.06 0.09 -0.14
C 0.762564 -0.392512 -1.178934 -0.03 -0.03 -0.28 -0.15
C 1.707365 0.044155 -0.122664 0.24 0.11 0.08 -0.15
H -2.015520 -1.055428 -0.149672 -0.02 0.06 0.10 0.13
H -0.391285 0.600366 1.791370 -0.05 -0.05 -0.15 0.13
H -0.575580 1.358298 0.197552 -0.01 -0.13 0.07 0.13
H 0.258365 0.390973 -1.746793 0.07 -0.13 0.11 0.11
H 0.928267 -1.320190 -1.720197 -0.01 0.15 0.09 0.10
H 2.576604 -0.558985 0.126286 -0.14 0.09 -0.07 0.10
H 1.835722 1.117506 0.017465 -0.04 -0.15 -0.02 0.11
```
Forces are in eV/Å.

Output
Relative energy (zero: lowest compared OMol25 entry of this formula, charge and spin) (kJ/mol): 230.2
Frontier orbital gap (eV): 10.691
SMILES string: O=CCN1CC1

Record 2
This record from the OMol25 dataset describes C8H18BLaNO4S2Si as an isolated structure at a distorted geometry. The level of theory is ωB97M-V/def2-TZVPD.

Structure (XYZ):
```
36
Properties=species:S:1:pos:R:3:forces:R:3:lowdin_charge:R:1
O -1.551400 5.537315 2.612449 -1.98 -3.45 -1.77 0.08
B -2.092734 4.150820 2.402697 0.75 1.64 0.82 -0.58
O -2.692541 3.416763 3.538888 1.81 -0.38 -3.38 0.07
O -1.987467 3.582889 1.024037 -2.60 0.09 1.92 -0.17
Si -3.584780 3.300117 0.346571 1.47 0.52 -0.02 0.69
C -3.474739 1.820129 -0.914218 0.38 -0.97 -0.67 -0.29
C -2.498174 0.636609 -0.328436 -0.67 -0.41 0.43 -0.29
C -1.751191 -0.208727 -1.561357 -1.79 1.12 1.34 -0.47
S 0.110229 0.006196 -1.594376 0.82 -2.39 -0.49 0.90
C 0.940512 -1.005060 -0.223369 -1.60 0.98 1.91 -1.11
S 0.295887 -0.846832 1.341326 1.16 -1.10 -2.45 0.89
N 2.131114 -1.842084 -0.634173 -2.61 -1.16 0.70 -0.27
C 3.438984 -1.248241 -0.154819 2.47 1.12 -1.21 -0.10
C 4.628281 -1.955990 -1.079141 -0.48 1.83 -0.72 -0.10
O 4.420272 -3.399384 -1.278147 -2.11 0.51 2.32 -0.13
C 3.554858 -3.988840 -0.244066 0.83 -1.45 -0.12 -0.10
C 2.084345 -3.250228 -0.084673 2.51 0.38 2.47 -0.28
H -1.567808 6.041680 1.745072 0.20 -0.99 1.48 0.12
H -2.723541 2.415726 3.349396 -0.04 2.47 0.40 0.12
H -4.571552 3.027108 1.410517 0.20 -0.28 -0.05 0.01
H -3.988239 4.537964 -0.356340 0.07 -0.29 -0.09 0.00
H -3.020346 2.186205 -1.928832 -0.93 -0.46 1.81 0.09
H -4.581927 1.441399 -1.105244 2.41 0.58 0.28 0.12
H -3.176490 -0.133000 0.253745 1.46 1.49 -1.03 0.13
H -1.689902 1.059530 0.428121 -1.66 -0.80 -1.77 0.08
H -2.161575 0.269040 -2.574541 1.27 -1.38 1.84 0.14
H -2.068776 -1.347650 -1.463280 0.43 1.57 -0.33 0.02
H 3.604732 -1.376849 0.996898 -0.61 0.25 -2.10 0.17
H 3.429516 -0.105068 -0.490379 0.04 -2.46 1.03 0.18
H 5.677393 -1.658311 -0.654902 -1.97 -0.93 -0.59 0.17
H 4.518309 -1.456685 -2.157597 0.37 -1.24 2.36 0.17
H 3.323015 -5.121029 -0.541505 0.74 2.50 0.47 0.17
H 4.074862 -4.058354 0.826196 -1.18 0.52 -2.23 0.19
H 1.841225 -3.276906 1.082215 -0.11 -0.14 -2.28 0.17
H 1.276494 -3.889524 -0.641588 5.69 -1.46 2.94 -0.11
La -0.166847 -3.260731 -1.347147 -4.71 4.19 -3.21 2.34
```
Forces are in eV/Å.

Output
Charge: +3
Frontier orbital gap (eV): 3.272

Record 3
This record from the OMol25 dataset describes a 2-piece molecular cluster, CH3IN2O2 overall at a distorted geometry. The level of theory is ωB97M-V/def2-TZVPD.

Structure (XYZ):
```
9
Properties=species:S:1:pos:R:3:forces:R:3:lowdin_charge:R:1
N -1.267098 -0.458799 1.725315 0.25 3.29 1.61 0.24
N -1.449703 -1.437925 1.281335 0.15 -0.16 0.36 -0.34
O -1.591092 -2.493399 0.855005 -0.60 -3.17 -1.55 0.09
C 0.895397 1.109973 -0.320868 -2.20 4.27 -2.06 -0.31
O -0.070327 0.153985 -0.534002 -1.29 -1.77 -0.88 -0.85
I 0.279309 -1.117157 -2.077935 -0.04 0.68 0.72 0.90
H 1.759097 0.654597 0.018313 2.10 -0.35 0.88 0.03
H 0.403396 1.921533 0.427690 1.36 -2.01 -1.53 0.14
H 1.041021 1.667192 -1.374854 0.27 -0.78 2.45 0.10
```
Forces are in eV/Å.

Output
Relative energy (zero: lowest compared OMol25 entry of this formula, charge and spin) (kJ/mol): 279.4
Frontier orbital gap (eV): 8.595
SMILES string: N#[N+][O-].COI

Record 4
This record from the OMol25 dataset describes a 2-piece molecular cluster, C4H6O overall. The level of theory is ωB97M-V/def2-TZVPD.

Structure (XYZ):
```
11
Properties=species:S:1:pos:R:3:forces:R:3:lowdin_charge:R:1
C -0.684178 -0.791865 0.729541 -0.14 -0.02 -0.21 -0.09
C -0.756704 -0.989803 -0.546657 -0.10 0.06 0.24 -0.07
C 0.550872 -1.359316 0.089405 0.32 -0.13 -0.01 -0.16
H -1.141520 -0.461206 1.649660 0.05 -0.07 -0.15 0.10
H -1.307249 -0.939223 -1.473344 0.06 -0.01 0.17 0.10
H 0.797423 -2.413956 0.236735 -0.06 0.17 -0.03 0.08
H 1.422605 -0.718835 -0.073838 -0.17 -0.10 0.03 0.07
C 0.275106 1.913315 -0.152082 0.23 -0.02 -0.21 -0.17
O 1.203270 1.713324 -0.893645 -0.39 0.15 0.34 -0.01
H 0.396585 1.947793 0.949635 0.05 -0.02 -0.13 0.09
H -0.755636 2.082234 -0.520267 0.15 0.00 -0.04 0.09
```
Forces are in eV/Å.

Output
Relative energy (zero: lowest compared OMol25 entry of this formula, charge and spin) (kJ/mol): 285.0
Frontier orbital gap (eV): 10.579
SMILES string: C1=CC1.C=O

Record 5
This record from the OMol25 dataset describes C4H9NOS as an isolated structure at a distorted geometry. The level of theory is ωB97M-V/def2-TZVPD.

Structure (XYZ):
```
16
Properties=species:S:1:pos:R:3:forces:R:3:lowdin_charge:R:1
C -1.174166 0.260594 -0.867572 1.10 -0.49 4.36 -0.33
C -1.806129 -0.866270 -1.568991 -0.77 0.87 -0.49 -0.04
C 1.993388 0.062500 1.670365 -0.53 3.07 -1.33 -0.10
C 1.334537 0.133301 0.314118 -0.65 -1.72 -0.92 -0.38
N -0.074042 -0.199051 0.486865 -2.06 -0.70 -3.45 -0.35
O -1.981334 1.005603 0.070500 -1.07 -0.55 -1.10 -0.48
S -0.969700 0.971587 1.344550 0.17 0.78 1.40 0.90
H -0.850711 0.944737 -1.574620 1.89 1.54 -0.95 0.10
H -2.902007 -0.839224 -1.312492 1.19 -0.85 -0.31 0.12
H -1.175906 -1.700465 -1.396789 -0.30 -1.52 0.82 0.07
H -1.604692 -0.694217 -2.628053 -0.74 0.10 -0.19 0.08
H 1.177584 0.673084 2.204100 2.21 -0.04 0.26 0.05
H 1.963144 -0.838652 2.141717 0.23 -2.82 0.99 0.03
H 3.042100 0.465000 1.527328 -1.34 -0.09 0.98 0.11
H 1.320464 1.170916 0.113089 0.78 1.32 -1.20 0.07
H 1.707469 -0.549442 -0.524116 -0.10 1.11 1.15 0.14
```
Forces are in eV/Å.

Output
Relative energy (zero: lowest compared OMol25 entry of this formula, charge and spin) (kJ/mol): 484.6
Frontier orbital gap (eV): 8.126

Record 6
This record from the OMol25 dataset describes one molecule with the formula HNO2S at a distorted geometry. The level of theory is ωB97M-V/def2-TZVPD.

Structure (XYZ):
```
5
Properties=species:S:1:pos:R:3:forces:R:3:lowdin_charge:R:1
N 0.695576 0.170388 -0.372604 1.68 0.11 -0.02 -0.19
O -1.755461 0.775521 -0.234606 1.84 -2.11 1.52 -0.46
O 0.176471 -1.161602 -0.091438 -1.43 -0.81 -0.59 -0.37
S -0.700959 0.076146 0.550678 -1.69 2.14 -1.01 0.95
H 1.584374 0.139547 0.147972 -0.39 0.67 0.10 0.08
```
Forces are in eV/Å.

Output
Relative energy (zero: lowest compared OMol25 entry of this formula, charge and spin) (kJ/mol): 145.0
Frontier orbital gap (eV): 11.130

Number 1: energy -286.54396 Ha. Number 2: energy -1812.35511 Ha. Number 3: energy -597.45263 Ha. Number 4: energy -231.11519 Ha. Number 5: energy -685.83438 Ha. Number 6: energy -603.90523 Ha.